{
  "formula": "C4H16BN3O3PS2",
  "method": "ωB97M-V/def2-TZVPD",
  "symbols": ["N", "C", "N", "P", "S", "N", "C", "B", "O", "O", "H", "H", "H", "H", "H", "H", "H", "H", "H", "H", "C", "S", "O", "C", "H", "H", "H", "H", "H", "H"],
  "coordinates": [[-1.621, -2.088, 0.891], [-1.641, -1.152, -0.084], [-1.064, -1.500, -1.289], [0.597, -0.974, -1.585], [1.697, -2.251, -2.463], [-2.163, 0.030, 0.111], [-2.828, 0.492, 1.339], [-4.333, -0.072, 1.540], [-4.580, -0.928, 2.583], [-5.332, 0.405, 0.726], [-2.193, -2.908, 0.746], [-1.667, -1.736, 1.839], [-1.674, -1.294, -2.075], [0.940, -0.668, -0.267], [0.360, 0.210, -2.283], [-2.088, 0.691, -0.652], [-2.189, 0.324, 2.207], [-2.919, 1.576, 1.227], [-4.767, -1.843, 2.333], [-5.396, 0.019, -0.157], [3.916, 2.350, 0.394], [3.778, 1.735, -1.283], [2.470, 1.009, -1.365], [5.038, 0.471, -1.158], [3.165, 3.126, 0.524], [3.741, 1.534, 1.095], [4.909, 2.774, 0.536], [4.781, -0.218, -0.353], [6.001, 0.945, -0.972], [5.064, -0.059, -2.107]],
  "forces_ev_per_angstrom": [[0.00, 0.73, 0.75], [-0.05, -0.41, -0.25], [-0.92, 0.27, -0.17], [0.85, -0.74, -0.28], [-0.11, -0.09, -0.09], [0.03, 0.16, -0.02], [-0.27, 0.51, 0.22], [-0.24, -0.06, 0.09], [0.72, -0.21, -0.43], [0.38, -0.72, -0.25], [0.69, -0.41, -0.33], [-0.36, -0.08, 0.01], [0.18, 0.04, -0.12], [-0.25, 0.27, 0.07], [-0.10, 0.20, 0.25], [0.22, 0.01, 0.12], [0.02, -0.08, -0.11], [0.10, -0.07, 0.05], [-0.57, 0.26, 0.32], [-0.19, 0.41, 0.10], [-0.02, -0.02, 0.07], [0.09, 0.01, -0.14], [-0.22, 0.04, 0.17], [0.05, -0.05, 0.01], [0.00, 0.01, -0.02], [0.01, -0.01, -0.01], [0.00, 0.01, -0.01], [-0.02, 0.01, 0.00], [0.00, 0.00, -0.02], [-0.02, 0.01, -0.01]],
  "nbo_charge": [-0.79, 0.70, -0.94, 1.01, -0.46, -0.48, -0.60, 1.18, -0.92, -0.91, 0.43, 0.41, 0.42, -0.03, -0.01, 0.43, 0.23, 0.26, 0.52, 0.52, -0.83, 1.28, -1.05, -0.83, 0.24, 0.23, 0.24, 0.23, 0.24, 0.25],
  "homo_lumo_gap_ev": 7.935,
  "homo_ev": -11.72,
  "total_energy_ev": -46651.3347,
  "total_charge": 1
}